<one>
{"formula": "C4H7O2S", "method": "ωB97M-V/def2-TZVPD", "elements": ["C", "C", "C", "C", "O", "O", "S", "H", "H", "H", "H", "H", "H", "H"], "xyz": [[2.18067, -2.39801, 0.24074], [0.95206, -2.13290, -0.06806], [-0.26542, -1.82010, -0.37493], [-1.70932, 2.39427, 0.04149], [0.45377, 1.50066, 1.36205], [0.62480, 1.76762, -1.10235], [-0.15843, 1.20678, 0.03763], [2.78471, -1.66191, 0.74870], [2.66049, -3.33611, 0.00238], [-1.08981, -2.00414, 0.29620], [-0.49219, -1.32403, -1.30313], [-1.45003, 3.29465, 0.58403], [-1.95148, 2.62563, -0.98942], [-2.53981, 1.88759, 0.52468]], "lumo_energy_ha": 0.142, "total_charge": -1, "orbital_gap_ha": 0.2448}



<two>
{"formula": "C4H7O2S", "method": "ωB97M-V/def2-TZVPD", "elements": ["C", "C", "C", "C", "O", "O", "S", "H", "H", "H", "H", "H", "H", "H"], "xyz": [[-3.52473, -0.01982, 0.47148], [1.19013, 0.77072, 0.88659], [0.91393, -0.34150, -1.35945], [0.64197, -0.47729, 0.11562], [-3.79071, 0.42050, -0.59905], [-3.28994, -0.39980, 1.54213], [1.40907, -1.96507, 0.87721], [0.66685, 1.11001, 1.74024], [2.29146, 0.83810, 0.76215], [1.02980, 1.59182, 0.21549], [1.98893, -0.36233, -1.60261], [0.54688, 0.63488, -1.63793], [0.39317, -1.14248, -1.74953], [-0.46682, -0.65775, 0.33766]], "lumo_energy_ha": 0.103, "total_charge": -1, "orbital_gap_ha": 0.1821}



Most stable pick: <two>. Distance to second place: 207.6 kJ/mol.



<one>
{"formula": "C3H3N3", "method": "ωB97M-V/def2-TZVPD", "elements": ["N", "C", "C", "N", "C", "N", "H", "H", "H"], "xyz": [[0.69164, 1.02151, -0.47989], [-0.03102, -0.01591, 0.21513], [-1.48880, 0.11342, 0.24302], [-2.56255, 0.29137, 0.63262], [0.49357, -1.39318, 0.01304], [1.00378, -2.42895, -0.07316], [1.69687, 0.89541, -0.50091], [0.33817, 1.34770, -1.37081], [-0.14165, 0.16863, 1.32096]], "lumo_energy_ha": 0.011, "smiles": "N#CC(N)C#N", "orbital_gap_ha": 0.4091}



<two>
{"formula": "C3H3N3", "method": "ωB97M-V/def2-TZVPD", "elements": ["C", "C", "C", "H", "H", "H", "N", "N", "N"], "xyz": [[-0.01819, 0.75922, 0.04466], [-1.09454, -0.35363, -0.06849], [0.84571, -1.12314, -0.15217], [-1.12003, 2.34230, 0.56586], [-2.20678, -0.35206, 0.30710], [1.58044, -1.89998, -0.15293], [-0.19530, 2.02452, 0.32054], [-0.51458, -1.48955, -0.25673], [1.18823, 0.06719, -0.01581]], "lumo_energy_ha": -0.049, "smiles": "[H]/N=C1\\C=NC=N1", "orbital_gap_ha": 0.3330}



Most stable pick: <one>. Distance to second place: 17.8 kJ/mol.



<one>
{"formula": "C3H3N3", "method": "ωB97M-V/def2-TZVPD", "elements": ["C", "C", "C", "N", "N", "N", "H", "H", "H"], "xyz": [[-1.18412, -0.18389, 0.58435], [-0.07594, 0.32545, -1.51731], [0.02029, 0.32758, 0.02600], [-2.12150, -0.44307, 1.14331], [-0.30505, 0.65186, -2.56244], [1.17930, -0.42446, 0.52306], [0.05367, 1.46454, 0.10863], [1.22137, -1.28836, 0.06835], [1.21198, -0.42963, 1.62605]], "lumo_energy_ha": 0.008, "smiles": "N#CC(N)C#N", "orbital_gap_ha": 0.4115}



<two>
{"formula": "C3H3N3", "method": "ωB97M-V/def2-TZVPD", "elements": ["C", "C", "N", "N", "N", "C", "H", "H", "H"], "xyz": [[0.66542, -0.57926, -0.00668], [-0.07304, -0.28909, 1.12446], [-0.91732, 0.74440, 1.16308], [-1.11266, 1.47012, 0.08588], [-0.67358, 1.06019, -1.08283], [0.19389, 0.04743, -1.14403], [1.50277, -1.26836, -0.01350], [-0.04920, -0.90655, 2.01715], [0.46372, -0.27888, -2.14352]], "lumo_energy_ha": 0.002, "smiles": "c1cnnnc1", "orbital_gap_ha": 0.3686}



<three>
{"formula": "C3H3N3", "method": "ωB97M-V/def2-TZVPD", "elements": ["N", "C", "C", "N", "C", "N", "H", "H", "H"], "xyz": [[0.80674, 0.95171, -0.16330], [0.23991, -0.40772, 0.11510], [-0.89021, 0.00365, 0.93224], [-1.69699, 0.52697, 1.56939], [-0.16648, -1.19977, -1.08895], [-0.47589, -1.81276, -2.02165], [1.08972, 1.47175, 0.67238], [0.17682, 1.55604, -0.69394], [0.91638, -1.08987, 0.67873]], "lumo_energy_ha": 0.016, "smiles": "N#CC(N)C#N", "orbital_gap_ha": 0.4068}



Most stable pick: <three>. Distance to second place: 30.8 kJ/mol.



<one>
{"formula": "C3H3N3", "method": "ωB97M-V/def2-TZVPD", "elements": ["C", "C", "C", "H", "H", "H", "N", "N", "N"], "xyz": [[-1.63634, -0.70171, 0.12654], [0.96638, 1.04223, 0.15174], [1.85830, -0.18249, -0.04916], [-2.19572, -1.58069, 0.03551], [-2.33496, 0.19357, 0.33226], [1.34207, 1.97858, -0.10659], [-0.39699, -0.63352, -0.27233], [-0.26108, 0.86897, -0.21725], [2.65833, -0.98494, -0.00073]], "lumo_energy_ha": -0.019, "smiles": "C=N/N=C\\C#N", "orbital_gap_ha": 0.3926}



<two>
{"formula": "C3H3N3", "method": "ωB97M-V/def2-TZVPD", "elements": ["C", "C", "C", "H", "H", "H", "N", "N", "N"], "xyz": [[0.48085, 1.17219, -0.11223], [1.35747, 0.14358, -0.04889], [-0.92747, 0.96971, 0.05736], [1.04748, 2.24909, 0.00200], [2.46581, 0.25597, 0.30494], [-1.68118, 1.86751, 0.19751], [0.85274, -1.04359, 0.07480], [-0.54627, -1.30192, -0.06663], [-1.34893, -0.23812, 0.00870]], "lumo_energy_ha": -0.017, "smiles": "c1cnnnc1", "orbital_gap_ha": 0.3486}



Most stable pick: <two>. Distance to second place: 38.4 kJ/mol.



<one>
{"formula": "C30H37AsBN6O2Ti", "method": "ωB97M-V/def2-TZVPD", "elements": ["Ti", "C", "C", "N", "N", "C", "B", "N", "C", "C", "C", "N", "N", "C", "C", "C", "N", "H", "H", "H", "H", "H", "H", "H", "H", "H", "H", "C", "C", "O", "C", "C", "C", "C", "C", "C", "O", "H", "H", "H", "H", "H", "H", "H", "C", "C", "As", "C", "C", "C", "C", "H", "H", "H", "H", "H", "H", "H", "H", "H", "H", "H", "H", "H", "H", "H", "C", "C", "C", "C", "C", "C", "C", "H", "H", "H", "H", "H"], "xyz": [[0.67582, 0.90572, 0.83606], [1.23161, 1.52794, 5.28638], [1.18409, 1.98738, 3.96169], [0.69021, 1.05067, 3.16917], [0.42264, -0.01936, 3.94225], [0.73067, 0.24211, 5.22146], [-0.23821, -1.27350, 3.33190], [-1.48130, -0.79870, 2.55560], [-2.76382, -0.90345, 2.93500], [-3.52421, -0.07754, 2.13228], [-2.59334, 0.53818, 1.28595], [-1.37228, 0.08894, 1.54101], [0.74729, -1.95090, 2.36045], [1.53725, -3.01377, 2.57011], [2.35529, -3.16757, 1.46733], [1.99030, -2.11740, 0.61388], [1.01750, -1.40073, 1.16162], [1.57492, 2.05901, 6.15754], [1.47768, 2.93275, 3.53503], [0.55755, -0.49788, 5.98538], [-0.55947, -2.04084, 4.20060], [-3.03709, -1.55191, 3.75115], [-4.58914, 0.07445, 2.16694], [-2.73067, 1.29294, 0.52656], [1.46240, -3.57793, 3.48557], [3.11209, -3.91622, 1.30822], [2.37675, -1.83649, -0.35418], [2.08888, 0.71158, -3.25757], [2.24230, 0.71563, -1.75811], [1.14174, 0.63494, -1.07963], [3.51786, 0.85985, -1.15835], [4.69962, 0.84109, -1.94816], [5.96660, 0.89311, -1.39811], [6.11219, 0.96924, -0.01497], [4.97707, 1.01925, 0.79063], [3.67298, 1.00207, 0.27795], [2.66709, 1.09174, 1.11014], [1.02463, 0.65650, -3.48632], [2.58985, -0.14123, -3.72981], [2.50338, 1.62050, -3.70768], [4.59973, 0.76333, -3.02447], [6.83942, 0.86643, -2.04212], [7.09877, 0.99774, 0.43474], [5.06412, 1.09675, 1.86906], [-1.52522, -2.63990, -4.70616], [-1.80461, -3.14677, -3.29681], [-0.81611, -2.09548, -1.92305], [-1.77618, -0.39026, -2.14889], [-3.29242, -0.41849, -2.02659], [-1.79464, -2.83952, -0.38053], [-1.19694, -4.16644, 0.07294], [-1.98569, -3.27240, -5.47112], [-0.45097, -2.60545, -4.90317], [-1.91166, -1.62749, -4.84078], [-1.47038, -4.18148, -3.18681], [-2.87544, -3.13069, -3.07870], [-1.47238, -0.00741, -3.12740], [-1.33038, 0.29845, -1.42766], [-3.74943, -1.10535, -2.74459], [-3.71090, 0.57602, -2.20444], [-3.59961, -0.72599, -1.02613], [-2.85170, -2.94501, -0.63551], [-1.71300, -2.10509, 0.42123], [-1.22714, -4.92067, -0.71917], [-1.73481, -4.56691, 0.93578], [-0.15427, -4.03465, 0.36978], [-0.09669, 2.49856, 0.48576], [-1.04611, 3.38805, -0.03164], [-1.94008, 4.14973, 0.78279], [-2.90477, 4.97780, 0.24382], [-3.06612, 5.11891, -1.13381], [-2.20841, 4.38564, -1.95766], [-1.23651, 3.55698, -1.44008], [-1.84380, 4.05248, 1.85886], [-3.55802, 5.53020, 0.91386], [-3.82574, 5.76982, -1.54849], [-2.30766, 4.47018, -3.03659], [-0.58291, 2.99821, -2.10119]], "lumo_energy_ha": [0.164, 0.164], "total_charge": -2, "orbital_gap_ha": [0.1184, 0.1485], "multiplicity": 2}



<two>
{"formula": "C30H37AsBN6O2Ti", "method": "ωB97M-V/def2-TZVPD", "elements": ["Ti", "C", "C", "N", "N", "C", "B", "N", "C", "C", "C", "N", "N", "C", "C", "C", "N", "H", "H", "H", "H", "H", "H", "H", "H", "H", "H", "C", "C", "O", "C", "C", "C", "C", "C", "C", "O", "H", "H", "H", "H", "H", "H", "H", "C", "C", "As", "C", "C", "C", "C", "H", "H", "H", "H", "H", "H", "H", "H", "H", "H", "H", "H", "H", "H", "H", "C", "C", "C", "C", "C", "C", "C", "H", "H", "H", "H", "H"], "xyz": [[0.14888, -0.00002, -0.07130], [-0.83400, -1.20775, -2.78385], [0.33011, -1.11771, -1.87131], [-0.19523, -1.81425, -0.71510], [-1.43207, -2.50995, -1.00436], [-1.79456, -1.97834, -2.23976], [-2.33868, -2.38295, 0.23148], [-2.77464, -0.87259, 0.29611], [-4.00892, -0.35818, 0.34258], [-3.90833, 1.01551, 0.50415], [-2.53891, 1.26151, 0.55163], [-1.86547, 0.11317, 0.42138], [-1.48253, -2.67839, 1.45084], [-1.87669, -2.98013, 2.73768], [-0.86457, -2.63145, 3.61578], [0.16998, -2.07548, 2.87609], [-0.22156, -2.02482, 1.54149], [-0.85620, -0.77967, -3.77450], [1.25178, -1.54316, -2.28865], [-2.77367, -2.21397, -2.63349], [-3.32566, -3.08086, 0.19861], [-4.86515, -1.00456, 0.24246], [-4.70753, 1.73347, 0.58174], [-2.00988, 2.19744, 0.66738], [-2.84056, -3.42377, 2.92644], [-0.87909, -2.76951, 4.68507], [1.06590, -1.57900, 3.20386], [-0.17770, 3.95930, -1.17510], [0.19079, 2.79039, -0.29443], [0.06738, 1.56941, -0.88924], [0.65933, 2.98808, 0.99700], [0.87659, 4.30053, 1.53980], [1.36333, 4.50743, 2.81802], [1.66801, 3.43633, 3.65180], [1.48089, 2.13547, 3.15562], [1.00639, 1.87898, 1.88230], [0.86019, 0.60216, 1.48097], [-0.60998, 3.56296, -2.09523], [0.69281, 4.58486, -1.43962], [-0.91537, 4.61900, -0.69764], [0.66859, 5.16412, 0.91724], [1.51612, 5.52288, 3.17527], [2.04603, 3.58768, 4.65712], [1.70136, 1.27770, 3.78384], [4.17239, -2.05280, -2.10925], [4.12820, -0.52638, -2.03548], [3.06834, 0.11993, -0.45838], [3.39417, 2.05894, -0.76137], [4.80384, 2.52732, -1.10994], [4.56973, -0.21620, 0.81693], [4.25528, 0.26238, 2.23226], [4.72265, -2.39639, -2.99124], [3.16852, -2.47235, -2.15316], [4.65391, -2.47570, -1.22435], [3.64627, -0.11834, -2.92919], [5.14552, -0.13158, -1.98994], [3.04926, 2.56638, 0.14087], [2.69523, 2.33991, -1.55257], [5.50550, 2.31443, -0.30022], [4.80600, 3.60952, -1.26872], [5.17721, 2.05558, -2.02127], [5.48096, 0.25362, 0.43926], [4.72610, -1.29854, 0.81701], [4.05014, 1.33381, 2.25119], [5.08682, 0.05779, 2.91456], [3.36405, -0.24433, 2.60511], [0.62428, -2.19388, 0.37469], [1.47166, -3.35971, 0.24835], [1.47475, -4.13125, -0.93452], [2.34216, -5.19354, -1.11049], [3.24710, -5.55153, -0.11735], [3.25489, -4.80896, 1.06014], [2.39828, -3.73999, 1.24200], [0.75442, -3.89783, -1.70860], [2.30135, -5.76802, -2.03101], [3.91991, -6.39080, -0.24969], [3.95836, -5.07104, 1.84471], [2.44547, -3.17282, 2.16181]], "lumo_energy_ha": [0.175, 0.175], "total_charge": -2, "orbital_gap_ha": [0.1279, 0.1339], "multiplicity": 2}



Most stable pick: <one>. Distance to second place: 298.9 kJ/mol.



<one>
{"formula": "C12H17N2O", "method": "ωB97M-V/def2-TZVPD", "elements": ["C", "C", "C", "C", "C", "C", "C", "C", "C", "C", "C", "C", "N", "N", "O", "H", "H", "H", "H", "H", "H", "H", "H", "H", "H", "H", "H", "H", "H", "H", "H", "H"], "xyz": [[1.90346, -0.34127, 3.82405], [2.27231, -1.45709, 3.09578], [0.66047, 0.21843, 3.69585], [1.43943, -1.88507, 2.08599], [-0.23430, -0.22318, 2.70409], [0.15170, -1.30758, 1.88621], [-0.43606, 0.20785, -1.11292], [-1.05086, 1.80622, -2.62281], [-0.12023, 2.41584, -1.45750], [1.18922, 3.13492, -2.07724], [-2.08604, -0.44652, -2.84088], [-0.67825, -3.05899, 0.52605], [-1.18160, 0.46907, -2.20554], [-0.71350, -1.75832, 0.93751], [0.18525, 1.23711, -0.69455], [2.50822, 0.19912, 4.48908], [3.20134, -1.88305, 3.12986], [0.64162, 1.15034, 4.15089], [1.67293, -2.65781, 1.42036], [-1.17250, 0.14496, 2.47090], [-1.98061, 2.22149, -2.76304], [-0.52145, 1.75739, -3.63690], [-0.63517, 3.05156, -0.69277], [1.85661, 2.33521, -2.47373], [1.71504, 3.60378, -1.37377], [0.97114, 3.77914, -3.00325], [-3.15296, 0.00476, -2.88026], [-2.39305, -1.26652, -2.21732], [-1.66213, -0.76976, -3.83203], [-1.34015, -3.72588, 1.20232], [-1.23257, -3.19948, -0.36879], [0.22269, -3.75668, 0.63433]], "lumo_energy_ha": [-0.229, -0.209], "total_charge": 1, "orbital_gap_ha": [0.1937, 0.2616]}



<two>
{"formula": "C12H17N2O", "method": "ωB97M-V/def2-TZVPD", "elements": ["C", "C", "C", "C", "C", "C", "C", "C", "C", "C", "C", "C", "N", "N", "O", "H", "H", "H", "H", "H", "H", "H", "H", "H", "H", "H", "H", "H", "H", "H", "H", "H"], "xyz": [[-4.25435, -0.55008, 0.06484], [-3.68929, -1.81292, -0.31152], [-3.46445, 0.58479, 0.19831], [-2.30391, -1.99280, -0.33992], [-2.04349, 0.46498, -0.05376], [-1.42506, -0.79158, -0.15651], [-1.16509, 1.63339, -0.11224], [0.68196, 0.20233, 0.43927], [0.51660, -0.01061, 1.94010], [2.67545, -1.31672, 0.26112], [2.03046, 0.16727, -1.74342], [2.12436, 0.04002, -0.25568], [0.17456, 1.44734, 0.06194], [-1.65969, 2.84180, -0.37332], [-0.21004, -1.04716, -0.25443], [-5.29413, -0.43263, -0.03988], [-4.43204, -2.50402, -0.41684], [-3.99011, 1.47566, 0.34585], [-1.78686, -3.01646, -0.62568], [0.61336, -1.14403, 2.04063], [-0.44127, 0.39052, 2.31523], [1.32388, 0.51266, 2.46594], [3.19555, -1.76962, -0.67941], [1.91849, -1.90006, 0.79145], [3.63187, -1.33699, 0.89615], [1.93350, -0.90228, -1.99290], [2.89934, 0.65054, -2.32548], [1.24807, 0.80662, -2.19172], [2.65323, 0.89686, 0.30356], [0.85832, 1.96980, -0.55163], [-2.71298, 2.84764, -0.64861], [-1.14904, 3.58662, -0.61944]], "lumo_energy_ha": -0.149, "total_charge": 1, "smiles": "CC(C)[C@@]1(C)NC(=[NH2+])c2ccccc2O1", "orbital_gap_ha": 0.2938}



Most stable pick: <two>. Distance to second place: 398.0 kJ/mol.



<one>
{"formula": "C4H6S2", "method": "ωB97M-V/def2-TZVPD", "elements": ["C", "C", "C", "C", "H", "H", "H", "H", "H", "H", "S", "S"], "xyz": [[0.27276, -0.67104, -1.36994], [0.08683, -0.98299, 0.12149], [0.72425, -0.03444, 1.13649], [-1.37032, -0.69756, 0.57376], [-0.13305, -1.45088, -2.05877], [0.44427, -2.02252, 0.15089], [1.27230, 0.58321, 0.52005], [1.27249, -0.54964, 1.91482], [-1.96541, -0.38068, -0.34894], [-1.91795, -1.54273, 1.00111], [0.98724, 0.62217, -1.96399], [-0.81560, 0.60779, 1.71712]], "lumo_energy_ha": -0.009, "orbital_gap_ha": 0.3140}



<two>
{"formula": "C4H6S2", "method": "ωB97M-V/def2-TZVPD", "elements": ["C", "C", "C", "C", "S", "S", "H", "H", "H", "H", "H", "H"], "xyz": [[-1.15419, -0.09594, 1.29613], [-0.19009, -0.53695, 0.26243], [-1.10604, 0.43167, -0.46852], [1.20682, -0.27388, 0.49514], [-2.00032, 0.23902, 2.56534], [-2.42339, -0.14307, -1.52599], [-0.35825, -1.68519, 0.12473], [-0.65169, 1.47512, -0.60189], [1.43311, 0.65672, 0.17073], [1.71906, -0.84300, -0.30048], [1.58555, -0.47843, 1.50223], [-2.08389, 0.56082, -2.63036]], "lumo_energy_ha": -0.008, "smiles": "C[C@H]1C(=S)[C@@H]1S", "orbital_gap_ha": 0.2673}



<three>
{"formula": "C4H6S2", "method": "ωB97M-V/def2-TZVPD", "elements": ["C", "C", "C", "C", "H", "H", "H", "H", "H", "H", "S", "S"], "xyz": [[0.27185, 2.19709, 0.27321], [0.07085, 0.72809, -0.28176], [-0.91500, -0.05185, 0.40362], [1.46203, 0.31836, -0.45303], [0.68074, 2.89794, -0.57754], [-0.77009, 2.69494, 0.45084], [0.65576, 2.26402, 1.28397], [-0.39286, 0.97025, -1.23279], [-0.64793, -0.45943, 1.28316], [2.17503, 0.93206, -0.97745], [-2.26017, -0.63549, -0.12287], [1.82023, -1.14263, 0.13022]], "lumo_energy_ha": -0.015, "smiles": "CC(C=S)C=S", "orbital_gap_ha": 0.3060}



Most stable pick: <one>. Distance to second place: 84.0 kJ/mol.